Model one:
Density functional theory data (ωB97M-V/def2-TZVPD) for the ion C2H4NO with charge +1.

Computed properties:
Charge   +1
Lowest unoccupied orbital energy   -5.07 eV
Kohn-Sham gap   0.34037 hartree
2S+1   1
Structure (SMILES)   [NH3+]C#CO

```
8
Properties=species:S:1:pos:R:3:lowdin_charge:R:1
N 0.489 -0.656 0.553 0.1207
C -0.199 -0.633 -0.659 0.0144
C -0.670 0.594 -1.362 -0.0804
O -1.243 1.315 -2.181 0.1329
H 0.921 0.253 0.586 0.1644
H 1.247 -1.387 0.679 0.2150
H -0.090 -0.678 1.328 0.1399
H -2.345 1.435 -2.185 0.2931
```


Model two:
Density functional theory data (ωB97M-V/def2-TZVPD) for a cluster of 2 separate species, C2H4NO in total.

Computed properties:
Charge   +1
Lowest unoccupied orbital energy (spin up / spin down)   -7.87 / -7.87 eV
Kohn-Sham gap (spin up / spin down)   0.32038 / 0.32042 hartree
2S+1   1

```
8
Properties=species:S:1:pos:R:3:lowdin_charge:R:1
C 0.845 -0.487 -0.425 0.1437
C -1.236 0.062 0.187 0.3437
N 1.471 0.360 0.079 -0.1086
O 2.044 1.189 0.628 0.2530
H 0.647 -1.353 -1.010 0.1403
H -1.653 0.042 -0.876 0.1161
H -0.914 -0.809 0.724 0.0485
H -1.205 0.995 0.692 0.0633
```


Model three:
Density functional theory data (ωB97M-V/def2-TZVPD) for a cluster of 2 separate species, C2H4NO in total.

Computed properties:
Charge   +1
Lowest unoccupied orbital energy (spin up / spin down)   -8.66 / -8.66 eV
Kohn-Sham gap (spin up / spin down)   0.26416 / 0.26433 hartree
2S+1   1

```
8
Properties=species:S:1:pos:R:3:lowdin_charge:R:1
C 1.010 -0.479 -1.002 0.2621
C -1.278 0.295 0.451 0.4670
N 1.306 -0.225 0.122 -0.1949
O 1.689 -0.145 1.214 0.1522
H 1.038 -0.660 -1.981 0.0713
H -1.202 1.267 -0.036 0.0745
H -1.904 -0.397 -0.116 0.0915
H -0.660 0.344 1.349 0.0762
```


Relative energies in kcal/mol: model one 0.0; model two 18.8; model three 41.1


Model one:
Density functional theory data (ωB97M-V/def2-TZVPD) for a cluster of 3 separate species, C4H14NO3 in total.

Computed properties:
Charge   +2
Lowest unoccupied orbital energy (spin up / spin down)   -10.27 / -13.64 eV
Kohn-Sham gap (spin up / spin down)   0.33347 / 0.20824 hartree
2S+1   2
<S²>   0.76

```
22
Properties=species:S:1:pos:R:3:lowdin_charge:R:1
O -2.479 -1.268 1.010 0.3951
C -1.642 -1.024 0.169 0.0225
C -0.429 -0.247 0.546 -0.2188
C -0.617 1.272 0.644 -0.2057
C -1.728 1.607 1.629 -0.0766
N 0.829 -0.461 -0.242 0.1836
H -1.793 -1.560 -0.851 0.2440
H -0.196 -0.667 1.642 0.2419
H -0.773 1.995 -0.339 0.2100
H 0.250 1.816 1.018 0.1316
H -2.665 1.208 1.058 0.1175
H -1.784 0.906 2.526 0.1095
H -1.704 2.541 2.193 0.1119
H 0.940 0.175 -1.095 0.1783
H 1.058 -1.375 -0.512 0.0912
H 1.597 -0.139 0.385 0.1813
H 0.987 -2.070 -2.426 0.0175
H 0.232 -3.365 -1.859 0.0930
O 0.413 -2.438 -1.852 0.0397
H 3.312 1.613 -0.635 0.0940
H 3.390 0.479 -1.804 0.0987
O 2.803 1.002 -1.208 -0.0602
```


Model two:
Density functional theory data (ωB97M-V/def2-TZVPD) for a cluster of 4 separate species, C4H14NO3 in total.

Computed properties:
Charge   +2
Lowest unoccupied orbital energy (spin up / spin down)   -9.29 / -12.86 eV
Kohn-Sham gap (spin up / spin down)   0.31894 / 0.18733 hartree
2S+1   2
<S²>   0.75

```
22
Properties=species:S:1:pos:R:3:lowdin_charge:R:1
C -1.591 -2.778 1.332 0.0008
C -1.357 -1.667 0.454 0.0610
C -0.172 -0.932 0.548 0.1274
N 0.053 0.093 -0.444 0.0511
C 0.277 -0.018 -1.692 0.2080
H -2.319 -3.480 0.887 0.1307
H -0.702 -3.419 1.517 0.1416
H -1.884 -2.613 2.391 0.1689
H -2.150 -1.265 -0.182 0.1593
H 0.678 -1.177 1.187 0.1844
H 0.300 0.970 0.022 0.1492
H 0.695 0.813 -2.260 0.1249
H 0.071 -0.888 -2.310 0.1537
H -2.096 1.350 1.647 0.0916
H -2.361 1.907 0.283 0.1016
O -1.790 1.258 0.733 -0.0188
H 3.474 0.222 -1.538 0.0945
H 2.929 1.233 -2.565 0.0828
O 2.668 0.466 -2.038 -0.0568
H 1.440 3.974 0.653 0.0682
H 2.318 2.902 0.416 0.0440
O 1.520 3.048 0.960 -0.0682
```


Relative energies in kcal/mol: model one 20.9; model two 0.0


Model one:
Density functional theory data (ωB97M-V/def2-TZVPD) for the ion C3H3O3S with charge -1.

Computed properties:
Charge   -1
Lowest unoccupied orbital energy   3.93 eV
Kohn-Sham gap   0.32544 hartree
2S+1   1
Structure (SMILES)   O=S(=O)([O-])C1=CC1

```
10
Properties=species:S:1:pos:R:3:lowdin_charge:R:1
O -0.297 2.019 1.113 -0.3842
S 0.741 1.010 1.227 0.3978
O 2.056 1.499 0.737 -0.4027
O 0.712 0.364 2.568 -0.4072
C 0.218 -0.184 -0.036 -0.1855
C -0.139 -0.228 -1.473 0.0047
C -0.776 -1.272 -0.475 -0.1697
H -0.340 0.208 -2.438 0.0580
H -1.769 -1.127 -0.461 0.0176
H -0.405 -2.288 -0.761 0.0713
```


Model two:
Density functional theory data (ωB97M-V/def2-TZVPD) for a structure of composition C3H3O3S.

Computed properties:
Charge   -1
Lowest unoccupied orbital energy   3.54 eV
Kohn-Sham gap   0.24187 hartree
2S+1   1

```
10
Properties=species:S:1:pos:R:3:lowdin_charge:R:1
C 3.019 0.460 0.165 -0.2325
C -0.339 -0.375 0.403 -0.5194
C -1.559 -0.684 -0.175 -0.7063
O -2.239 -1.635 0.230 -0.0484
O -2.178 0.206 -1.075 -0.0550
O 3.131 -0.479 -0.595 -0.1722
S 0.748 0.919 0.032 0.6734
H 0.286 -1.120 0.877 0.0312
H 0.934 1.539 1.315 -0.0818
H -1.804 1.169 -1.178 0.1109
```


Relative energies in kcal/mol: model one 37.3; model two 0.0